(1)
Formula: C11H18O
Source: the OMol25 dataset
Level of theory: wB97M-V/def2-TZVPD

Properties
SMILES string = CCc1ccccc1.CC(C)O
DFT total energy = -13746.28596 eV
HOMO-LUMO gap = 0.3649 Ha
Energy relative to the best compared isomer or geometry (same formula, charge and spin) = 36.7 kJ/mol
M = 166.26 g/mol
LUMO energy = 0.02977 hartree

The geometry in ORCA input format:
```
! RIJCOSX wB97M-V def2-TZVPD def2/J DEFGRID3
* xyz 0 1
C -1.4386 3.2755 1.1388
C -1.2393 1.8224 0.7242
C -0.1231 1.6571 -0.2901
C 1.1563 2.1598 -0.0303
C 2.1590 2.0453 -0.9765
C 1.9214 1.4590 -2.2105
C 0.6738 0.8855 -2.4384
C -0.3313 0.9834 -1.4846
H -0.8116 3.5781 1.9731
H -2.4680 3.4786 1.4581
H -1.3398 3.9251 0.2646
H -1.0035 1.2108 1.5885
H -2.1344 1.4322 0.2420
H 1.3274 2.6223 0.9358
H 3.1630 2.3935 -0.7488
H 2.6549 1.4305 -3.0032
H 0.4916 0.3545 -3.3580
H -1.2847 0.5178 -1.7196
C 0.1869 -4.4401 1.0680
C -0.6583 -3.2004 1.3651
C 0.1500 -1.9487 1.5109
O -1.6968 -3.0637 0.3889
H 0.5666 -4.4325 0.0464
H -0.4022 -5.3447 1.2372
H 0.9947 -4.5400 1.7956
H -1.2146 -3.4479 2.2691
H 0.8548 -2.0107 2.3461
H 0.8631 -1.7687 0.6906
H -0.4720 -1.0616 1.5766
H -1.3058 -2.7038 -0.4165
*
```

Here are the Löwdin charges for atoms 1 to 8, given in e: -0.10, -0.21, -0.25, -0.05, -0.09, -0.10, -0.09, -0.06

***

(2)
Formula: C3H9N3O
Source: the OMol25 dataset
Level of theory: wB97M-V/def2-TZVPD

Properties
DFT total energy = -9771.97817 eV
HOMO-LUMO gap (alpha / beta) = 0.1224 / 0.3177 Ha
Energy relative to the best compared isomer or geometry (same formula, charge and spin) = 242.9 kJ/mol
M = 103.12 g/mol
LUMO energy (alpha / beta) = 0.15430 / 0.14798 hartree

The geometry in ORCA input format:
```
! RIJCOSX wB97M-V def2-TZVPD def2/J DEFGRID3
* xyz -1 2
O -1.1224 0.5773 2.5735
C -0.4066 0.9781 1.5730
N -0.8614 2.0742 0.8647
C 0.7680 0.0918 1.0064
N 0.5098 -1.1842 0.2226
C 0.4786 -1.4270 -1.3296
N -0.2273 -0.4932 -2.0722
H -1.7709 2.4327 1.1711
H -0.9255 1.8752 -0.1024
H 1.3872 -0.1965 1.7778
H 1.4615 0.8570 0.5492
H -0.0637 -1.8541 0.7636
H -0.0398 -2.3996 -1.6066
H 1.5645 -1.6193 -1.5956
H -1.0217 -0.0141 -1.4262
H 0.2696 0.3017 -2.3694
*
```

Here are the Löwdin charges for atoms 1 to 8, given in e: -0.14, -0.61, 0.04, -0.19, -0.07, -0.38, -0.09, 0.04

***

(3)
Formula: C4H12NO2S
Source: the OMol25 dataset
Level of theory: wB97M-V/def2-TZVPD

Properties
DFT total energy = -20754.20947 eV
HOMO-LUMO gap = 0.3104 Ha
Energy relative to the best compared isomer or geometry (same formula, charge and spin) = 283.1 kJ/mol
M = 138.21 g/mol
LUMO energy = -0.15472 hartree

The geometry in ORCA input format:
```
! RIJCOSX wB97M-V def2-TZVPD def2/J DEFGRID3
* xyz 1 1
O 0.7880 1.8675 -2.0199
C 0.5604 1.5939 -0.8154
C 0.2563 0.1732 -0.4695
C 1.4353 -0.6190 0.0271
C 1.8174 -0.6355 1.4485
S 1.0712 -2.0132 2.3010
N -0.5490 -0.5973 -1.5693
H 0.1793 2.2878 -0.1203
H -0.3553 0.2410 0.4300
H 1.2059 -1.6667 -0.3694
H 2.3136 -0.2748 -0.5719
H 1.6630 0.2648 1.9304
H 2.8233 -1.1259 1.6865
H -0.0739 -1.3585 2.7862
H -0.2844 -1.5659 -1.5528
H -0.3269 -0.1715 -2.4274
H -1.5115 -0.5485 -1.5570
H -3.9643 0.7872 -0.1128
H -3.7708 1.9855 0.7601
O -3.2775 1.3759 0.2159
*
```

Here are the Löwdin charges for atoms 1 to 8, given in e: 0.08, -0.12, -0.23, -0.27, -0.57, 0.74, 0.31, 0.13